{
  "formula": "C7H18ClFNPSi",
  "method": "ωB97M-V with the def2-TZVPD basis set",
  "multiplicity": 3,
  "e_lumo_ev": [0.602, -1.882],
  "total_charge": 0,
  "elements": ["Cl", "P", "Si", "F", "N", "C", "C", "C", "C", "C", "C", "C", "H", "H", "H", "H", "H", "H", "H", "H", "H", "H", "H", "H", "H", "H", "H", "H", "H", "H"],
  "coordinates": [[0.9365, -2.8768, -0.7240], [0.5448, -0.9377, -0.2462], [3.2771, 0.4367, -0.1018], [-0.1770, -1.0654, 1.1537], [1.5746, 0.1985, -0.1026], [3.5205, 2.4288, -0.2863], [-5.2135, -0.4289, -0.7753], [-2.8597, 0.0021, -0.1867], [3.8553, -0.1694, 1.5616], [-4.5521, 0.1408, 1.5827], [3.8360, -0.6682, -1.6557], [-4.1598, -0.0846, 0.0940], [-2.3250, -0.3197, -1.1146], [-2.0625, 0.3859, 0.4426], [-5.4978, 0.7769, 1.5959], [3.3052, 2.6084, -1.3754], [4.9525, -0.4366, 1.4605], [-5.3497, -1.5139, -0.8687], [4.6189, 2.4180, -0.1365], [-3.6580, 0.4471, 2.1368], [-0.5976, -0.5320, -0.9635], [-4.8792, -0.8714, 1.9224], [2.9792, 3.2222, 0.2744], [-6.1490, 0.0750, -0.4446], [4.5025, -1.3519, -1.1475], [3.8254, 0.6313, 2.3348], [3.4043, -1.0987, 1.9729], [3.0627, -1.3575, -2.0465], [-5.0564, 0.0993, -1.8345], [4.3419, -0.1583, -2.5218]],
  "nbo_charge": [-0.266, 1.792, 1.764, -0.570, -1.479, -1.070, -0.654, -0.297, -1.155, -0.653, -1.084, -0.009, 0.152, 0.176, 0.224, 0.230, 0.231, 0.218, 0.214, 0.220, -0.072, 0.215, 0.250, 0.217, 0.222, 0.252, 0.250, 0.236, 0.206, 0.241]
}